A 16-piece molecular cluster, C54H88B2F26N16O18S6 overall at a distorted geometry. Source: the OMol25 dataset; level of theory: the ωB97M-V functional and the def2-TZVPD basis.

Structure (ORCA input):
```
! wB97M-V def2-TZVPD RIJCOSX def2/J DEFGRID3
* xyz 0 1
C 6.4327 -3.7660 6.3158
C 5.0994 -3.9294 5.5634
N 4.4373 -2.6992 5.3367
C 4.1583 -1.7667 6.2738
C 3.2297 -0.8504 5.7836
N 2.9887 -1.2836 4.4892
C 3.7638 -2.4306 4.2205
C 1.9016 -0.8890 3.6936
H 7.1264 -2.9787 6.0207
H 6.9348 -4.7108 6.1077
H 6.2972 -3.8052 7.3967
H 4.3883 -4.6554 5.9575
H 5.3012 -4.4645 4.6355
H 4.5726 -1.8838 7.2642
H 2.7132 -0.0051 6.2137
H 3.7706 -2.9803 3.2909
H 1.7971 0.1818 3.5186
H 0.9808 -1.2268 4.1691
H 1.7869 -1.3901 2.7324
C -2.6930 5.1222 -1.0057
C -2.4654 4.5671 -2.4152
N -3.4301 3.5015 -2.6727
C -3.9952 3.2078 -3.9049
C -4.7027 2.0108 -3.8801
N -4.4582 1.4766 -2.6308
C -3.7466 2.3773 -1.9315
C -4.8302 0.0948 -2.2637
H -3.7405 5.3455 -0.8036
H -2.1219 6.0493 -0.9574
H -2.3156 4.3993 -0.2824
H -1.4758 4.1657 -2.6333
H -2.6255 5.3751 -3.1291
H -3.8286 3.9395 -4.6816
H -5.2386 1.4878 -4.6584
H -3.3392 2.1505 -0.9573
H -3.9059 -0.4715 -2.1498
H -5.5418 -0.4598 -2.8754
H -5.3215 0.1084 -1.2908
C 4.5850 -0.6162 1.0993
C 5.6368 0.5178 1.4171
N 5.5167 0.9792 2.8187
C 4.5060 1.7633 3.3369
C 4.7600 1.9924 4.6838
N 5.9077 1.2973 4.9663
C 6.3972 0.7232 3.8327
C 6.5789 1.3485 6.2330
H 4.7723 -1.0064 0.0989
H 3.5474 -0.3130 1.2387
H 4.7098 -1.4225 1.8220
H 5.5161 1.4151 0.8101
H 6.6384 0.2022 1.1251
H 3.6471 1.9885 2.7221
H 4.3038 2.4352 5.5569
H 7.2718 0.0972 3.7349
H 6.8421 2.3357 6.6129
H 7.5143 0.8152 6.4023
H 5.8260 0.9202 6.8947
C -4.4282 -1.5043 2.8949
C -4.1069 -1.2788 4.3975
N -3.6058 -2.4924 5.0637
C -4.2074 -3.1809 6.0959
C -3.5466 -4.3987 6.2549
N -2.5307 -4.4100 5.3353
C -2.5356 -3.2236 4.6457
C -1.7105 -5.5795 5.1336
H -4.7163 -0.5094 2.5555
H -5.3092 -2.1201 2.7139
H -3.6423 -1.6979 2.1649
H -5.0803 -1.0103 4.8079
H -3.4337 -0.4327 4.5356
H -5.1155 -2.7890 6.5296
H -3.7516 -5.1387 7.0143
H -1.8813 -2.9676 3.8255
H -0.6567 -5.3044 5.0889
H -2.0092 -5.9957 4.1715
H -1.8281 -6.4385 5.7941
C 3.2094 3.9467 -1.3196
C 1.6867 4.3376 -1.5597
N 1.5188 5.6855 -0.9912
C 1.8383 6.8926 -1.6198
C 1.5777 8.0037 -0.8267
N 0.9809 7.4458 0.3083
C 1.0649 6.0502 0.2190
C 0.4170 8.0890 1.4765
H 3.9128 4.7789 -1.3485
H 3.6704 3.1869 -1.9507
H 3.4407 3.5617 -0.3265
H 1.1801 3.5423 -1.0131
H 1.3102 4.3078 -2.5822
H 2.3437 6.9563 -2.5721
H 1.7769 9.0637 -0.8811
H 0.7255 5.4469 1.0480
H 1.3062 8.1938 2.0981
H -0.2363 7.4162 2.0320
H 0.0509 9.0787 1.2034
C -6.7069 -2.5884 -0.2864
C -6.1771 -3.9933 0.1321
N -4.7417 -4.1266 0.1956
C -3.9965 -5.1236 0.8386
C -2.6071 -4.8558 0.7537
N -2.4811 -3.7553 -0.0682
C -3.7352 -3.3792 -0.4408
C -1.2467 -3.2562 -0.6315
H -6.2967 -1.8472 0.3995
H -7.7846 -2.5332 -0.4401
H -6.4510 -2.3569 -1.3204
H -6.5750 -4.7140 -0.5824
H -6.5663 -4.3464 1.0870
H -4.6175 -5.8005 1.4066
H -1.7419 -5.1569 1.3255
H -3.8884 -2.5882 -1.1600
H -0.4545 -3.0231 0.0799
H -1.4639 -2.3146 -1.1359
H -0.8783 -3.8900 -1.4383
C 3.6679 -1.5837 -5.5021
C 2.7401 -2.7353 -5.1266
N 2.6937 -3.1017 -3.7062
C 2.2773 -2.3269 -2.6755
C 2.4973 -2.9757 -1.4703
N 3.1745 -4.1264 -1.7582
C 3.3684 -4.2082 -3.0989
C 3.7472 -5.1351 -0.8982
H 3.2987 -0.6758 -5.0251
H 3.5600 -1.5241 -6.5851
H 4.7378 -1.6748 -5.3146
H 2.9124 -3.6512 -5.6920
H 1.7135 -2.4664 -5.3755
H 1.8855 -1.3865 -3.0340
H 2.5382 -2.6832 -0.4314
H 3.9057 -4.9621 -3.6550
H 3.6312 -4.8100 0.1357
H 4.8160 -5.2518 -1.0775
H 3.1372 -6.0161 -1.0977
C -1.4126 0.5195 -10.2776
C -0.2488 -0.3467 -9.6215
N -0.2656 -0.1814 -8.1391
C -0.8822 -0.8827 -7.1244
C -0.7520 -0.4009 -5.8614
N 0.2129 0.6211 -6.0151
C 0.4752 0.7266 -7.3696
C 0.8162 1.4657 -5.0439
H -1.1263 1.5698 -10.2240
H -2.3537 0.4224 -9.7362
H -1.5949 0.1769 -11.2962
H 0.7455 -0.0616 -9.9652
H -0.4385 -1.3867 -9.8869
H -1.5177 -1.7228 -7.3627
H -1.0465 -0.7102 -4.8695
H 1.2906 1.3203 -7.7557
H 1.6682 1.9473 -5.5236
H 1.3499 0.9482 -4.2468
H 0.1584 2.3196 -4.8818
B 0.1579 1.0736 6.5690
F -0.4755 2.1951 6.8138
F -0.7841 0.2536 6.0028
F 1.1094 1.4795 5.5990
F 0.7537 0.4829 7.6762
B 2.1251 5.1001 3.6436
F 0.8510 5.4444 3.4381
F 2.1846 3.7436 3.4610
F 2.8739 5.7775 2.7627
F 2.4376 5.2999 4.9332
C 2.2007 -5.7171 3.1695
F 1.3589 -6.6490 3.6591
F 2.8684 -5.1145 4.1450
F 3.1348 -6.2686 2.3644
S 1.1408 -4.3530 2.1319
O 0.1719 -3.7468 3.1021
O 2.1947 -3.4262 1.6788
O 0.5215 -5.1273 1.0325
C -2.8793 1.7756 2.6128
F -2.0543 0.8124 3.0196
F -3.2824 1.4829 1.4164
F -3.8304 1.7726 3.4792
S -1.7816 3.3811 2.6694
O -2.8069 4.4788 2.6809
O -0.9511 3.3267 3.8872
O -0.9458 3.3120 1.4410
C -2.3756 -4.2119 -4.2990
F -2.0182 -4.8218 -5.4126
F -2.7990 -5.0921 -3.4086
F -1.3211 -3.5627 -3.8106
S -3.8880 -3.0456 -4.8277
O -4.5997 -2.7777 -3.5552
O -3.2432 -1.8798 -5.4187
O -4.6090 -3.8731 -5.8185
C -6.9730 2.1088 0.7113
F -7.2237 2.7427 1.8604
F -7.2338 2.9734 -0.3195
F -5.6579 1.6802 0.7070
S -8.2034 0.5844 0.5040
O -7.8823 0.0691 -0.8177
O -7.9274 -0.3061 1.6498
O -9.5652 1.1711 0.5562
C 1.0034 0.3886 -0.1738
F 0.7479 -0.7444 0.5553
F 1.0364 1.4115 0.6916
F 2.1689 0.3863 -0.8186
S -0.5130 0.6453 -1.4334
O -0.3394 -0.2231 -2.6543
O -1.7438 0.1743 -0.6957
O -0.4845 2.0554 -1.7909
C 1.8875 5.4050 -6.2636
F 2.6385 4.3630 -6.7164
F 1.3079 6.0346 -7.2996
F 0.9782 5.1344 -5.3464
S 3.1802 6.5986 -5.4963
O 2.4981 7.9091 -5.4188
O 3.5017 5.9552 -4.2171
O 4.3286 6.6591 -6.4200
*
```

Summary:
**E_LUMO**: -0.060 Ha
**HOMO energy**: -6.7 eV
**Gap between HOMO and LUMO**: 5.099 eV

Here are the Löwdin charges for atoms 1 to 6, given in e:
1. C -0.054
2. C -0.196
3. N -0.085
4. C -0.011
5. C 0.060
6. N -0.035